# C6H10N

The ion C6H10N with charge +1 in a non-equilibrium geometry (ωB97M-V with the def2-TZVPD basis set, the OMol25 dataset).

Each line ends with the Löwdin charge.
Cartesian coordinates (Å):
C: 1.016 1.528 -0.329  0.025
C: -0.102 0.581 -0.008  0.100
C: -1.822 -1.088 -0.046  -0.136
C: -1.321 0.222 -0.596  -0.175
C: 1.804 -0.736 0.121  -0.033
C: 1.210 0.423 0.666  -0.248
N: -2.210 0.053 0.530  0.068
H: 1.165 2.555 0.112  0.172
H: -2.456 -1.675 -0.614  0.106
H: -1.255 -1.900 0.559  0.164
H: -1.617 0.583 -1.657  0.206
H: 1.081 -1.551 -0.125  0.116
H: 2.571 -0.514 -0.648  0.133
H: 2.138 -1.200 1.050  0.114
H: 1.418 0.622 1.618  0.125
H: -3.101 0.541 0.602  0.167
H: 1.481 1.554 -1.235  0.096

The total energy comes out at -7861.2444 eV. Its energy above the lowest of the compared OMol25 structures with the same formula, charge and spin is 492.4 kJ/mol. The calculation puts the largest force on an atom at 0.0943 hartree/bohr. As for the molar mass: 96.15 Da. The charge is +1. The value obtained for the HOMO-LUMO gap is 0.3108 Ha. The HOMO energy is -14.47 eV. The LUMO energy comes out at -6.0 eV.

---

# C6H10N

The ion C6H10N with charge +1 in a non-equilibrium geometry (ωB97M-V with the def2-TZVPD basis set, the OMol25 dataset).

Each line ends with the Löwdin charge.
Cartesian coordinates (Å):
C: 2.509 1.387 0.136  0.173
C: 1.461 0.894 -0.549  -0.070
C: -0.904 0.258 -0.830  -0.155
C: 0.300 0.316 0.023  -0.138
C: 0.293 -0.406 1.251  0.005
C: -2.480 -1.579 -0.375  0.035
N: -1.811 -0.568 -0.134  -0.089
H: 3.436 1.721 -0.293  0.097
H: 1.624 1.004 -1.599  0.126
H: -1.369 1.245 -0.917  0.169
H: -0.718 -0.090 -1.893  0.178
H: 0.071 -1.472 1.391  0.141
H: -0.734 -0.063 1.641  0.166
H: 1.195 -0.249 1.871  0.113
H: -2.435 -2.016 -1.383  0.107
H: 2.494 1.528 1.175  0.073
H: -2.931 -1.910 0.485  0.068

The total energy comes out at -7863.5992 eV. Its energy above the lowest of the compared OMol25 structures with the same formula, charge and spin is 265.2 kJ/mol. The calculation puts the largest force on an atom at 0.0647 hartree/bohr. As for the molar mass: 96.15 Da. The charge is +1. The value obtained for the HOMO-LUMO gap (alpha / beta) is 0.2609 / 0.2609 Ha. The HOMO energy (alpha / beta) is -13.43 / -13.43 eV. The LUMO energy (alpha / beta) comes out at -6.3 / -6.3 eV.

---

# C6H10N

The ion C6H10N with charge +1 in a non-equilibrium geometry (ωB97M-V with the def2-TZVPD basis set, the OMol25 dataset).

Each line ends with the Löwdin charge.
Cartesian coordinates (Å):
C: 1.456 -0.058 -0.304  0.080
C: 2.688 -0.406 -0.336  0.124
C: -0.182 -0.742 1.219  0.106
C: 0.207 0.250 0.202  -0.435
C: -0.128 1.763 0.253  0.055
C: -2.113 -0.481 -0.495  0.048
N: -0.821 -0.898 -0.049  -0.045
H: 3.299 -0.410 -1.114  0.042
H: 3.225 -0.465 0.625  0.125
H: 0.460 -1.665 1.579  0.164
H: -1.075 1.815 0.733  0.083
H: -0.058 2.000 -0.737  0.063
H: 0.671 2.250 0.857  0.130
H: -1.889 -0.066 -1.441  0.124
H: -2.711 -1.272 -0.648  0.085
H: -2.474 0.062 0.260  0.078
H: -0.555 -1.676 -0.605  0.173

The total energy comes out at -7860.5673 eV. Its energy above the lowest of the compared OMol25 structures with the same formula, charge and spin is 557.8 kJ/mol. The calculation puts the largest force on an atom at 0.0854 hartree/bohr. As for the molar mass: 96.15 Da. The charge is +1. The value obtained for the HOMO-LUMO gap (alpha / beta) is 0.3186 / 0.2732 Ha. The HOMO energy (alpha / beta) is -13.75 / -12.92 eV. The LUMO energy (alpha / beta) comes out at -5.1 / -5.5 eV.

---

# C6H10N2

An isolated molecule of C6H10N2 in a non-equilibrium geometry (ωB97M-V with the def2-TZVPD basis set, the OMol25 dataset).

Each line ends with the Löwdin charge.
Cartesian coordinates (Å):
C: 0.198 -1.439 0.232  -0.178
C: -0.253 -0.155 0.213  -0.027
C: 1.816 0.431 -0.040  -0.178
C: 2.177 1.889 -0.114  -0.061
C: -2.627 -0.353 -0.328  -0.104
C: -1.569 0.517 0.265  -0.265
N: 2.336 -0.698 -0.105  -0.016
N: 1.518 -1.779 -0.079  -0.067
H: -0.443 -2.351 0.554  0.136
H: 1.922 2.109 0.978  0.103
H: 3.225 1.904 -0.315  0.060
H: 1.402 2.190 -0.863  0.091
H: -3.577 0.126 -0.191  0.075
H: -2.602 -1.301 0.120  0.049
H: -2.436 -0.606 -1.338  0.073
H: -1.668 0.751 1.260  0.084
H: -1.539 1.352 -0.361  0.088
H: 2.120 -2.587 0.112  0.140

The total energy comes out at -9359.7927 eV. Its energy above the lowest of the compared OMol25 structures with the same formula, charge and spin is 448.1 kJ/mol. The calculation puts the largest force on an atom at 0.1208 hartree/bohr. As for the molar mass: 110.16 Da. The value obtained for the HOMO-LUMO gap is 0.3329 Ha. The HOMO energy is -7.94 eV. The LUMO energy comes out at 1.1 eV.

---

# C6H10N2

An isolated molecule of C6H10N2 in a non-equilibrium geometry (ωB97M-V with the def2-TZVPD basis set, the OMol25 dataset).

Each line ends with the Löwdin charge.
Cartesian coordinates (Å):
C: 0.043 2.184 -1.581  0.022
N: 0.150 0.900 -1.140  -0.070
N: -1.057 0.250 -0.993  -0.062
C: -1.207 -0.191 0.435  -0.262
C: -0.276 -0.036 1.484  -0.210
C: 1.133 -0.507 0.939  -0.185
C: 0.793 -1.257 -0.346  -0.194
C: -0.694 -1.069 -0.679  -0.241
H: -1.018 2.633 -2.064  0.124
H: 0.958 2.762 -1.499  0.039
H: -2.262 -0.123 0.777  0.145
H: -0.149 0.952 2.144  0.145
H: -0.738 -0.660 2.289  0.116
H: 1.678 0.536 0.760  0.134
H: 1.571 -1.152 1.725  0.101
H: 1.045 -2.369 -0.183  0.128
H: 1.521 -0.942 -1.088  0.092
H: -1.491 -1.912 -0.980  0.176

The total energy comes out at -9359.6192 eV. Its energy above the lowest of the compared OMol25 structures with the same formula, charge and spin is 464.8 kJ/mol. The calculation puts the largest force on an atom at 0.1491 hartree/bohr. As for the molar mass: 110.16 Da. The value obtained for the HOMO-LUMO gap is 0.3529 Ha. The HOMO energy is -8.51 eV. The LUMO energy comes out at 1.1 eV. The SMILES is C=NN1[C@@H]2CCC[C@@H]21.

---

# C6H10N2

A structure of composition C6H10N2 in a non-equilibrium geometry (ωB97M-V with the def2-TZVPD basis set, the OMol25 dataset).

Each line ends with the Löwdin charge.
Cartesian coordinates (Å):
C: 0.830 0.935 1.382  -0.192
C: 0.195 -0.244 0.620  -0.517
C: -1.388 -0.003 -0.061  -0.076
C: -1.210 -0.506 -1.487  -0.097
C: -0.051 -1.250 -1.718  -0.055
C: 0.750 -0.933 -0.558  -0.279
H: 0.820 2.499 -0.068  0.040
H: -0.891 2.085 0.471  0.167
H: 0.523 0.785 2.479  0.107
H: 2.187 0.996 1.185  0.191
H: -2.164 -0.678 0.343  0.120
H: -1.642 1.009 -0.216  0.027
H: -2.020 -0.822 -2.180  0.099
H: 0.452 -1.876 -2.566  0.138
H: 1.902 -0.886 -0.790  0.161
H: 1.033 -1.928 1.537  0.178
N: 0.347 2.342 0.856  -0.079
N: 0.326 -1.524 0.771  0.068

The total energy comes out at -9357.7513 eV. Its energy above the lowest of the compared OMol25 structures with the same formula, charge and spin is 645.1 kJ/mol. The calculation puts the largest force on an atom at 0.1585 hartree/bohr. As for the molar mass: 110.16 Da. The value obtained for the HOMO-LUMO gap is 0.3466 Ha. The HOMO energy is -8.49 eV. The LUMO energy comes out at 0.9 eV.

---

# C6H10N2

A structure of composition C6H10N2 in a non-equilibrium geometry (ωB97M-V with the def2-TZVPD basis set, the OMol25 dataset).

Each line ends with the Löwdin charge.
Cartesian coordinates (Å):
C: 2.433 -0.781 -0.144  -0.104
C: 1.117 0.128 -0.174  -0.255
C: 0.496 1.270 -0.616  -0.188
C: -0.824 1.326 -0.081  -0.284
C: -0.241 -0.456 0.511  -0.312
C: -1.438 0.004 -0.628  -0.212
H: 2.886 -0.262 0.929  0.115
H: 3.228 -0.854 -1.172  0.119
H: 1.828 -2.120 0.037  0.171
H: 1.148 2.286 -0.830  0.151
H: -0.906 2.740 -0.120  0.209
H: 0.347 0.970 1.834  0.147
H: -0.317 -1.489 0.877  0.112
H: -1.069 -0.005 -1.675  0.127
H: -2.584 -1.135 0.903  0.193
H: -2.759 -1.577 -0.708  0.013
N: -0.591 0.628 1.344  -0.003
N: -2.753 -0.673 -0.288  0.000

The total energy comes out at -9354.5546 eV. Its energy above the lowest of the compared OMol25 structures with the same formula, charge and spin is 953.5 kJ/mol. The calculation puts the largest force on an atom at 0.1492 hartree/bohr. As for the molar mass: 110.16 Da. The value obtained for the HOMO-LUMO gap is 0.3314 Ha. The HOMO energy is -8.42 eV. The LUMO energy comes out at 0.6 eV.

---

# C6H10N2

A structure of composition C6H10N2 in a non-equilibrium geometry (ωB97M-V with the def2-TZVPD basis set, the OMol25 dataset).

Each line ends with the Löwdin charge.
Cartesian coordinates (Å):
C: -2.077 -0.640 0.254  -0.184
C: -0.522 0.851 -0.064  -0.171
C: 1.158 0.959 -0.247  -0.145
C: 1.609 -0.410 -0.950  -0.152
C: 1.332 0.180 0.992  -0.178
C: -0.571 -0.716 -0.025  -0.286
H: -2.621 -1.539 -0.265  0.124
H: -2.502 -0.677 1.363  0.133
H: -2.559 1.565 -0.480  0.163
H: -0.558 1.089 0.948  0.077
H: 1.915 1.908 -0.413  0.162
H: 2.636 -0.594 -0.969  0.088
H: 1.154 -0.558 -1.946  0.116
H: 2.410 -0.168 1.325  0.144
H: 1.025 0.306 2.001  0.094
H: -0.739 -1.078 -1.137  0.152
N: -1.955 0.619 -0.496  -0.073
N: 0.866 -1.095 0.107  -0.065

The total energy comes out at -9356.2141 eV. Its energy above the lowest of the compared OMol25 structures with the same formula, charge and spin is 793.4 kJ/mol. The calculation puts the largest force on an atom at 0.1230 hartree/bohr. As for the molar mass: 110.16 Da. The value obtained for the HOMO-LUMO gap is 0.3467 Ha. The HOMO energy is -8.45 eV. The LUMO energy comes out at 1.0 eV.

---

# C6H10N2

An isolated molecule of C6H10N2 in a non-equilibrium geometry (ωB97M-V with the def2-TZVPD basis set, the OMol25 dataset).

Each line ends with the Löwdin charge.
Cartesian coordinates (Å):
C: 0.604 -1.941 -0.596  -0.107
C: 0.658 -1.064 0.691  -0.179
C: 0.667 0.391 0.184  -0.303
C: 1.818 0.633 -0.741  -0.156
N: 2.831 0.802 -1.257  0.160
N: -0.687 0.644 -0.435  -0.091
C: -1.208 1.936 -0.257  -0.139
C: -1.787 0.819 0.525  -0.105
H: -0.297 -1.641 -1.110  0.072
H: 1.514 -1.865 -1.082  0.040
H: 0.586 -2.979 -0.339  0.064
H: 1.692 -1.455 1.092  0.149
H: -0.229 -1.267 1.341  0.113
H: 0.655 1.123 0.937  0.110
H: -1.752 2.325 -0.991  0.068
H: -0.713 2.589 0.455  0.119
H: -1.759 0.631 1.542  0.087
H: -2.595 0.319 0.041  0.099

The total energy comes out at -9361.4834 eV. Its energy above the lowest of the compared OMol25 structures with the same formula, charge and spin is 285.0 kJ/mol. The calculation puts the largest force on an atom at 0.0829 hartree/bohr. As for the molar mass: 110.16 Da. The value obtained for the HOMO-LUMO gap is 0.3931 Ha. The HOMO energy is -9.78 eV. The LUMO energy comes out at 0.9 eV. The SMILES is CC[C@@H](C#N)N1CC1.

---

# C6H10N2

An isolated molecule of C6H10N2 in a non-equilibrium geometry (ωB97M-V with the def2-TZVPD basis set, the OMol25 dataset).

Each line ends with the Löwdin charge.
Cartesian coordinates (Å):
H: -0.159 -1.218 1.990  0.104
N: -0.442 -1.805 1.095  0.136
C: -0.799 -1.072 0.166  -0.449
C: -0.988 -1.424 -1.188  -0.066
C: -1.089 0.570 0.515  -0.207
C: -2.482 0.872 0.132  -0.212
N: -3.625 0.910 -0.017  0.147
C: 0.159 1.253 -0.140  -0.233
C: 1.420 0.885 0.587  -0.118
H: -2.115 -1.201 -1.417  0.126
H: -0.510 -0.789 -1.971  0.093
H: -0.790 -2.470 -1.452  0.092
H: -1.089 0.684 1.651  0.152
H: 0.141 0.973 -1.216  0.105
H: 0.214 2.304 -0.180  0.088
H: 1.365 0.053 1.339  0.064
H: 2.206 0.425 -0.085  0.100
H: 1.796 1.710 1.206  0.078

The total energy comes out at -9362.3996 eV. Its energy above the lowest of the compared OMol25 structures with the same formula, charge and spin is 196.6 kJ/mol. The calculation puts the largest force on an atom at 0.0952 hartree/bohr. As for the molar mass: 110.16 Da. The value obtained for the HOMO-LUMO gap is 0.3861 Ha. The HOMO energy is -9.74 eV. The LUMO energy comes out at 0.8 eV. The SMILES is [H]/N=C(/C)[C@H](C#N)CC.

---

# C6H10N2

A structure of composition C6H10N2 in a non-equilibrium geometry (ωB97M-V with the def2-TZVPD basis set, the OMol25 dataset).

Each line ends with the Löwdin charge.
Cartesian coordinates (Å):
C: 0.551 -0.873 -1.334  -0.075
C: 0.323 0.169 -0.387  -0.635
C: 0.635 0.472 1.023  -0.205
C: -1.035 0.129 0.300  -0.441
C: -0.985 -0.999 1.114  -0.092
C: 0.266 -0.973 1.713  0.056
H: 1.581 -0.988 -2.216  0.173
H: -0.648 -1.109 -1.874  0.167
H: 0.622 -1.847 -0.822  0.046
H: -0.492 2.266 -1.025  0.148
H: 1.225 1.932 -1.291  0.156
H: 1.729 0.990 1.339  0.187
H: -0.531 1.933 0.474  0.061
H: -1.846 -0.124 -0.522  0.183
H: -1.655 -1.807 1.110  0.094
H: 0.730 -1.747 2.401  0.110
N: 0.218 1.401 -1.138  -0.013
N: -0.687 1.173 1.136  0.080

The total energy comes out at -9356.3911 eV. Its energy above the lowest of the compared OMol25 structures with the same formula, charge and spin is 776.3 kJ/mol. The calculation puts the largest force on an atom at 0.1442 hartree/bohr. As for the molar mass: 110.16 Da. The value obtained for the HOMO-LUMO gap is 0.3535 Ha. The HOMO energy is -8.71 eV. The LUMO energy comes out at 0.9 eV.

---

# C6H10N2

An isolated molecule of C6H10N2 (ωB97M-V with the def2-TZVPD basis set, the OMol25 dataset).

Each line ends with the Löwdin charge.
Cartesian coordinates (Å):
C: 2.358 0.867 0.017  -0.034
C: -1.346 -0.088 -0.336  -0.526
C: 0.017 0.079 0.801  -0.192
C: 0.913 0.543 -0.118  -0.282
N: -1.508 -1.421 -0.798  0.078
C: -0.051 -0.594 1.957  0.070
C: 0.087 0.653 -1.301  0.018
N: -2.346 0.695 -0.086  0.090
H: -2.228 -1.930 -0.299  0.083
H: -0.650 -1.955 -0.814  0.083
H: -3.240 0.244 -0.282  0.038
H: 2.894 0.500 -0.865  0.087
H: 2.802 0.425 0.909  0.077
H: 2.523 1.949 0.051  0.087
H: 0.787 -1.170 2.335  0.063
H: -0.992 -0.669 2.490  0.066
H: 0.474 0.309 -2.267  0.095
H: -0.492 1.562 -1.393  0.099

The total energy comes out at -9359.3950 eV. Its energy above the lowest of the compared OMol25 structures with the same formula, charge and spin is 486.5 kJ/mol. The calculation puts the largest force on an atom at 0.0055 hartree/bohr. As for the molar mass: 110.16 Da. The value obtained for the HOMO-LUMO gap (alpha / beta) is 0.2553 / 0.2670 Ha. The HOMO energy (alpha / beta) is -7.56 / -7.78 eV. The LUMO energy (alpha / beta) comes out at -0.6 / -0.5 eV.

---

# C6H10N2O

An isolated molecule of C6H10N2O in a non-equilibrium geometry (ωB97M-V with the def2-TZVPD basis set, the OMol25 dataset).

Each line ends with the Löwdin charge.
Cartesian coordinates (Å):
C: 3.129 0.282 -0.180  -0.253
C: 2.267 1.256 -0.378  0.267
C: 1.366 -1.160 -0.031  -0.302
C: -1.288 0.462 1.369  -0.004
C: -1.624 0.325 -1.248  -0.009
C: -1.015 -0.292 0.017  -0.606
N: 2.641 -0.982 -0.106  0.007
N: 0.456 -0.239 -0.059  0.120
O: -1.494 -1.614 0.081  -0.017
H: 4.239 0.444 -0.205  0.133
H: 1.828 2.111 -0.651  0.007
H: 1.202 -2.142 0.270  0.113
H: -2.314 0.560 1.553  0.059
H: -0.782 1.391 1.409  0.068
H: -0.838 -0.202 2.078  0.079
H: -2.553 0.888 -1.055  0.083
H: -0.868 0.999 -1.604  0.067
H: -2.025 -0.462 -1.854  0.074
H: -2.329 -1.625 0.593  0.116

The total energy comes out at -11406.8705 eV. Its energy above the lowest of the compared OMol25 structures with the same formula, charge and spin is 503.4 kJ/mol. The calculation puts the largest force on an atom at 0.0771 hartree/bohr. As for the molar mass: 126.16 Da. The value obtained for the HOMO-LUMO gap is 0.2845 Ha. The HOMO energy is -8.29 eV. The LUMO energy comes out at -0.5 eV.